This record from the Open Molecules 2025 dataset describes a molecular structure, C41H46BN12O9Rb. The level of theory is ωB97M-V/def2-TZVPD.

The value obtained for the HOMO-LUMO gap is 5.648 eV. The charge is -2. As for the energy above the lowest of the compared OMol25 structures with the same formula, charge and spin: 0.000 eV. As for the electronic energy: -2973.031712 a.u. The value obtained for the HOMO energy is -0.07733 Ha.

Atoms and positions in Å:
H1 -4.5355 0.4174 3.3105
H2 0.8252 4.8353 -2.5678
H3 0.4131 -0.4479 -6.4429
O1 3.6753 2.0007 5.0546
C1 -2.7991 -4.4801 -5.0709
C2 5.5430 -0.2346 -0.8908
H4 5.1883 -3.1444 2.4734
H5 -1.1458 -2.4460 -5.5844
H6 -7.5064 -0.1751 1.2091
H7 0.8246 3.8563 2.7480
C3 3.1998 -0.3001 2.3516
C4 -3.0943 -1.8217 3.8716
H8 1.7721 -1.8911 -4.5547
H9 -4.0853 1.6443 5.3789
C5 -1.4494 -2.5546 2.5936
C6 -1.9897 3.5311 3.6664
H10 -1.5935 5.1741 -2.1386
H11 -4.1560 -2.4857 5.5839
H12 5.0885 0.1626 -4.6969
N1 -1.8419 -1.3965 2.0922
O2 2.4692 -1.9198 0.1774
O3 1.7834 1.3764 -1.5994
H13 -6.6955 0.8058 2.4387
H14 7.3474 -0.1885 -3.7499
O4 6.8436 -1.5175 5.5891
N2 -3.3980 0.5317 0.0198
N3 -4.1707 0.3737 1.1239
C7 2.6119 -1.3735 -5.0270
C8 -2.4196 -3.7817 -2.7422
H15 -4.4943 0.4828 -3.1431
O5 6.8036 -3.2233 4.2824
H16 -3.2047 1.5522 -2.5791
N4 -2.7499 1.6306 2.8395
C9 0.9458 1.3796 -3.8912
C10 -6.5704 -0.0340 1.7514
H17 3.5453 -1.8054 -4.6729
H18 -3.0831 -4.5726 -2.4059
O6 -1.3031 3.1745 -2.2036
N5 3.3346 -2.3797 0.8880
H19 7.6426 -0.4337 -1.3022
C11 3.8067 -1.5988 2.0338
H20 -0.6482 -4.3503 1.7313
O7 2.2248 0.1865 1.7944
O8 3.1170 2.4547 3.0336
C12 0.4411 4.7527 -1.5488
C13 -0.9415 -1.8622 -2.1691
H21 -2.0562 -3.0916 -0.7845
H22 1.0050 3.9677 -1.0448
C14 4.2715 -0.0622 -1.4118
H23 -6.3922 -0.9247 2.3579
C15 1.4046 0.7296 -4.9701
C16 -0.3421 -3.3251 1.9511
C17 -4.2084 0.4672 -1.0232
C18 4.1150 0.0804 -2.7910
H24 -0.1088 -0.9784 -3.9598
C19 5.2242 0.0379 -3.6315
C20 0.7662 0.5769 -6.3046
C21 -2.1831 -3.6203 -4.1116
C22 -1.1845 3.0856 2.6023
N6 6.3909 -2.1258 4.6286
H25 -5.0810 2.5357 4.2383
C23 -4.1511 -1.6277 4.9108
H26 3.4049 -0.0380 -0.7676
H27 -5.1440 -1.5306 4.4678
H28 0.4288 3.0941 1.2153
C24 6.6550 -0.2855 -1.7214
C25 -3.6840 0.5844 -2.4184
H29 -4.0675 3.4119 5.3958
H30 5.2911 0.2735 5.0685
H31 -1.8705 4.4175 4.2701
H32 -6.4152 0.1413 -1.2172
C26 3.8902 0.3333 3.4812
C27 -2.9770 2.5737 3.7815
H33 -3.9751 -0.7306 5.5082
Rb1 -0.0589 0.1045 0.2750
C28 -0.7484 -1.7686 -3.5691
C29 5.3397 -1.5153 3.8667
H34 0.0637 1.9916 -3.7990
H35 -2.9452 -0.1948 -2.6149
H36 -1.4523 4.4207 -0.5526
H37 -0.0466 -2.8678 1.0058
C30 -1.8125 -2.9262 -1.8354
H38 0.6238 5.6973 -1.0294
B1 -3.6044 0.3715 2.5541
C31 -1.0414 4.4237 -1.5678
C32 4.8738 -0.2512 4.2241
C33 -1.3308 -2.5915 -4.5224
N7 2.8233 0.2571 -3.3245
N8 -1.6520 1.9493 2.1142
H39 -0.0965 1.2364 -6.3694
C34 -5.5350 0.2550 -0.6035
H40 0.5395 -3.3788 2.5957
N9 2.6094 0.0628 -4.7002
C35 0.0308 3.7225 2.0123
C36 4.8145 -2.1761 2.7624
H41 -1.0776 2.4856 -1.5692
C37 6.4882 -0.1514 -3.0905
H42 2.5685 -1.4867 -6.1090
H43 -0.2018 4.7017 1.5837
H44 -2.1444 -3.7494 4.3610
N10 -3.2906 -5.1723 -5.8539
O9 3.8556 -3.4673 0.6838
N11 -2.8495 -0.9449 2.8723
C38 -5.4647 0.1992 0.7726
C39 -2.2134 -2.8756 3.7318
C40 1.8280 1.0672 -2.7775
C41 -4.1161 2.5351 4.7489
N12 3.5262 1.6925 3.8781
H45 1.4621 0.8129 -7.1119
H46 5.6575 -0.3432 0.1814

Results of the Löwdin charge analysis, in e, for atoms 1 through 2: number 1, H, carries 0.098; number 2, H, carries 0.072



This record from the Open Molecules 2025 dataset describes a molecular structure, C41H46FeN8O3P2S2 at a distorted geometry. The level of theory is ωB97M-V/def2-TZVPD.

Its spin multiplicity is 6. The value obtained for the HOMO-LUMO gap (spin up / spin down) is 5.648 / 6.678 eV. The charge is +1. As for the electronic energy: -4996.263703 a.u. The value obtained for the HOMO energy (spin up / spin down) is -0.30590 / -0.36092 Ha.

Atoms and positions in Å:
C1 -11.8450 20.9357 8.5070
C2 -9.4853 16.9266 6.7647
C3 -5.7203 22.5526 11.0300
C4 -5.7175 19.2067 5.4766
H1 -6.6583 23.7731 6.9665
C5 -13.1871 21.1157 8.2702
N1 -6.9708 23.2976 8.9598
C6 -10.7570 17.2696 6.2920
C7 -13.0153 22.6829 2.9216
H2 -9.1984 22.1342 10.2906
H3 -5.9406 18.7202 8.9423
H4 -9.6328 16.4188 12.9201
H5 -15.0182 20.1207 -0.1205
H6 -4.7119 25.1022 8.9337
H7 -3.3859 21.5971 6.2266
C8 -11.5617 16.2881 5.7185
H8 -13.9078 21.0949 9.0801
O1 -10.4156 23.5350 4.2368
C9 -13.5352 21.5198 6.9766
C10 -9.4934 16.7473 11.8892
S1 -7.9627 19.6511 2.5410
Fe1 -9.3369 20.4506 6.9219
S2 -10.4116 22.1260 3.8451
C11 -9.8369 14.6497 6.0896
C12 -8.8562 17.5956 9.3055
H9 -1.6687 16.3178 4.3778
C13 -12.9667 20.3278 1.3632
H10 -4.9125 23.0196 5.0138
O2 -9.2779 21.7467 3.0113
C14 -2.5692 16.0277 4.9061
H11 -7.6266 23.5770 10.9358
H12 -4.7125 22.7522 10.6884
O3 -6.8241 20.3845 1.9290
C15 -4.9188 24.3872 8.1271
H13 -13.0545 23.5674 3.5495
C16 -11.0849 14.9980 5.6012
C17 -3.7800 14.2939 6.1011
C18 -14.0550 22.4270 2.0477
N2 -10.4256 21.1840 5.2172
C19 -11.9242 20.5777 2.2605
C20 -4.2708 21.1523 5.8099
N3 -11.0235 20.8431 7.4151
C21 -2.6311 14.7601 5.4990
C22 -4.5202 19.7802 5.9413
H14 -8.9736 20.6911 9.2469
H15 -12.5411 16.5520 5.3625
H16 -6.2741 24.5843 10.4467
H17 -6.0039 16.9858 9.3023
H18 -4.5045 24.8270 7.2027
H19 -11.0935 19.8520 2.3960
C23 -11.9406 21.7737 3.0200
C24 -5.1565 21.9564 5.1183
C25 -4.8576 15.1571 6.1861
N4 -12.6782 21.6145 5.9383
C26 -6.6802 23.5686 10.3804
H20 -1.7595 14.1186 5.4263
P1 -8.5389 18.1716 7.6129
C27 -6.2733 21.3981 4.5355
C28 -8.6246 15.9952 11.1193
C29 -7.7411 22.2252 8.6625
C30 -9.7700 18.3057 10.0864
C31 -14.0599 21.2272 1.2828
C32 -5.8858 17.7345 8.5093
C33 -11.4206 21.2820 6.1703
C34 -4.7953 16.4621 5.7247
C35 -6.6143 20.0487 4.8053
N5 -7.9258 21.7278 7.4407
H21 -8.0096 15.3309 6.9946
H22 -5.9637 21.4959 10.8647
H23 -11.6582 14.2287 5.1175
H24 -11.4030 20.8171 9.5104
H25 -4.8601 17.5701 8.0892
H26 -8.3614 18.8918 4.6380
C36 -9.0297 15.6105 6.6525
H27 -3.6097 17.8688 4.5958
H28 -15.6989 21.6820 0.1095
H29 -5.8020 14.8143 6.6437
H30 -7.7215 15.7378 9.2123
H31 -14.5614 21.7751 6.7785
H32 -12.9993 19.4317 0.7346
H33 -3.8330 13.2863 6.4984
H34 -11.1348 18.2904 6.4090
H35 -6.9017 21.9724 3.8358
C37 -8.4747 21.5079 9.7705
N6 -15.1250 20.9344 0.4810
C38 -3.6512 16.8687 5.0497
C39 -6.4288 24.2193 7.9392
H36 -10.8406 18.4108 11.9675
H37 -7.4586 22.1978 6.6895
N7 -7.6756 19.4300 4.1055
H38 -8.1517 15.0940 11.4985
N8 -6.8914 17.5525 7.4359
H39 -3.7367 19.1201 6.3500
H40 -4.4881 23.4148 8.3312
C40 -8.3258 16.4212 9.8168
H41 -9.4948 13.6203 5.9703
H42 -7.8188 21.0671 10.4933
P2 -6.2833 17.4862 5.7836
H43 -10.2369 19.2082 9.6851
H44 -6.9033 25.2152 8.0203
H45 -5.7131 22.7536 12.1086
H46 -14.9221 23.0912 1.9682
C41 -10.1080 17.8868 11.3705

Results of the Löwdin charge analysis, in e, for atoms 1 through 2: number 1, C, carries -0.073; number 2, C, carries -0.391